This record from OMol25 describes C26H33O5Tl as an isolated structure at a distorted geometry. The level of theory is ωB97M-V/def2-TZVPD.

Summary:
ΔE to the lowest compared entry with this formula, charge and spin (kcal per mole): 0.0
HOMO energy (alpha / beta) (eV): -6.36 / -6.34
2S+1: 1
DFT total energy (Ha): -1558.972058
HOMO-LUMO gap (alpha / beta) (eV): 4.02 / 4.01

```
65
Properties=species:S:1:pos:R:3:nbo_charge:R:1
C -1.7916 3.1648 -0.5784 0.77
O -2.4252 2.0776 -0.6495 -0.76
C -2.6949 4.9336 2.6874 -0.32
C -2.8961 6.2409 2.2705 -0.19
H 0.5130 -1.5306 -3.6695 0.17
H 4.0651 -3.0693 -1.9064 0.21
H 2.1683 -5.5782 -5.2206 0.18
C -2.4738 -0.1619 0.9575 -0.18
C 0.9522 1.8037 1.4405 -0.24
C -2.2247 4.2562 0.3747 -0.23
O 0.9595 -1.7371 -1.6074 -0.55
O 1.8765 -3.6439 -5.9704 -0.55
H -2.9401 -0.8995 -1.1105 0.21
H 0.3412 2.4845 2.0209 0.23
Tl -0.7519 1.2472 -2.7307 0.90
H -2.1029 2.6273 3.0896 0.48
C 1.5324 -3.4775 -7.3752 -0.07
H 3.6485 -4.5937 -5.3810 0.18
C -1.4591 -2.0519 0.1247 -0.21
C 1.4358 0.5409 1.8693 -0.22
H 2.3396 -4.5146 -9.1374 0.22
H -1.2500 -2.9220 -0.4974 0.21
H 2.5548 -4.3642 -0.2485 0.21
H 2.7659 -6.5519 -7.2487 0.22
C 2.2202 -0.0120 0.8248 -0.19
H -1.3503 -0.1585 2.8933 0.20
H 3.3653 -1.6875 -2.7906 0.21
H 0.4561 -3.2530 -7.4437 0.19
H -0.6992 -2.4508 -2.7077 0.17
H 2.7198 0.7749 -1.2187 0.21
H -2.9274 7.5969 0.5806 0.21
H 0.7657 -4.3937 -2.6836 0.20
O -1.9665 2.7089 2.1306 -0.68
C 2.9223 -5.4702 -7.2615 -0.43
H 1.9437 -2.8648 0.5069 0.22
H -2.3188 5.8259 -1.0818 0.22
H 1.0263 -5.3779 -8.3034 0.21
C 2.6903 -4.8485 -5.8688 -0.08
C 3.3296 -2.2582 -1.8555 -0.63
C 1.8086 -3.5668 -0.3224 -0.63
H -3.1441 7.0107 3.0059 0.21
C 1.4404 2.0325 0.1260 -0.24
C 1.9388 -2.8090 -1.6178 0.27
H 1.2359 0.0691 2.8300 0.21
H -0.1854 -2.4157 1.9371 0.21
H -3.1485 0.6772 1.0818 0.25
C 1.9082 -4.7462 -8.1644 -0.43
C 0.3670 -2.2398 -2.8428 -0.07
C -2.4362 5.5819 -0.0255 -0.15
H 3.9487 -5.2671 -7.5904 0.21
H 3.6112 -1.5886 -1.0388 0.22
C -2.3766 -1.0100 -0.1817 -0.24
C 1.2859 -3.4480 -2.8739 -0.46
C -2.7703 6.5684 0.9124 -0.26
H -2.7704 4.6440 3.7331 0.20
H 1.2824 2.9341 -0.4575 0.24
C 2.2036 0.9012 -0.2660 -0.26
C -2.3331 3.9586 1.7353 0.40
C -0.9289 -1.8044 1.4245 -0.24
H 2.1072 -2.6186 -7.7728 0.17
H 2.7800 -0.9472 0.8765 0.19
C -1.5430 -0.6250 1.9301 -0.16
O -0.7530 3.4101 -1.2906 -0.83
H 1.9161 -3.4964 -3.7677 0.23
H 0.8000 -3.9833 -0.2394 0.21
```

This record from OMol25 describes C5H7NaO4 as an isolated structure at a distorted geometry. The level of theory is ωB97M-V/def2-TZVPD.

Summary:
ΔE to the lowest compared entry with this formula, charge and spin (kcal per mole): 8.4
HOMO energy (alpha / beta) (eV): -2.08 / -2.08
Total charge: -1
⟨S²⟩: 0.7561
2S+1: 2
DFT total energy (Ha): -657.920310
HOMO-LUMO gap (alpha / beta) (eV): 3.02 / 2.93

```
17
Properties=species:S:1:pos:R:3:nbo_charge:R:1
H 2.2194 1.0688 -0.9591 0.23
O -1.1590 0.9926 -2.2515 -0.79
Na -3.5102 0.8307 -2.8323 0.78
O 3.9244 -0.5408 1.6005 -0.96
H 3.0211 -0.3861 -3.2271 0.10
H 2.3378 -1.8943 -0.1228 0.19
H 0.9486 -0.8164 0.0506 0.18
H 2.0052 -1.0080 2.1938 0.07
C 2.5832 0.0325 -1.0751 -0.53
C 2.0552 -0.8441 0.0535 -0.42
C 2.5971 -0.4087 1.4323 0.00
O -1.9175 -0.9089 -3.1159 -0.80
H 3.6834 0.0951 -1.0357 0.23
O 1.1623 -1.0240 -2.7328 -0.57
C -1.0136 -0.1454 -2.7302 0.81
C 2.2311 -0.4246 -2.4522 0.45
H 2.2546 0.6678 1.5700 0.05
```